1.
A molecular structure, C33H59HgN2O2P2 in a non-equilibrium geometry, computed with ωB97M-V/def2-TZVPD.

Element x y z (Å)
C: -1.036 1.477 2.033
C: -1.174 2.354 -0.174
C: -1.497 2.691 2.567
C: -1.274 3.657 0.369
C: -1.463 3.812 1.734
H: -1.636 2.782 3.646
H: -1.260 4.487 -0.315
H: -1.674 4.804 2.148
N: -0.975 1.326 0.719
P: 0.710 -0.832 2.484
P: -1.246 0.372 -2.175
C: -0.633 0.316 2.984
H: -0.358 0.752 3.962
H: -1.537 -0.297 3.127
C: 1.473 -3.327 -0.019
O: 1.792 -4.004 -0.882
C: -1.247 2.045 -1.559
H: -1.302 2.886 -2.271
C: 0.015 -0.036 -3.662
C: -3.076 0.313 -2.624
C: 2.309 0.113 2.998
C: 0.512 -2.368 3.574
C: 1.209 -0.915 -3.220
H: 0.885 -1.900 -2.859
H: 1.860 -1.082 -4.097
H: 1.822 -0.424 -2.451
C: -0.678 -0.794 -4.803
H: -1.034 -1.780 -4.473
H: -1.498 -0.227 -5.262
H: 0.072 -0.972 -5.591
C: 0.617 1.280 -4.150
H: 1.180 1.087 -5.078
H: -0.131 2.047 -4.382
H: 1.302 1.678 -3.388
C: -3.495 -1.089 -3.057
H: -3.312 -1.827 -2.265
H: -4.576 -1.064 -3.261
H: -3.009 -1.431 -3.977
C: -3.923 0.688 -1.390
H: -3.575 0.190 -0.475
H: -3.946 1.774 -1.220
H: -4.956 0.362 -1.595
C: -3.302 1.340 -3.736
H: -2.841 2.314 -3.517
H: -2.932 0.995 -4.710
H: -4.383 1.527 -3.839
C: 1.738 -3.285 3.408
H: 1.523 -4.234 3.927
H: 1.940 -3.504 2.348
H: 2.637 -2.879 3.887
C: -0.720 -3.128 3.072
H: -1.643 -2.555 3.214
H: -0.647 -3.408 2.017
H: -0.826 -4.053 3.655
C: 0.284 -2.070 5.061
H: -0.561 -1.390 5.231
H: 0.045 -3.023 5.557
H: 1.165 -1.671 5.573
C: 2.184 1.582 2.559
H: 1.456 2.123 3.179
H: 3.169 2.060 2.701
H: 1.912 1.667 1.496
C: 3.482 -0.547 2.237
H: 3.342 -0.478 1.146
H: 4.402 0.010 2.486
H: 3.632 -1.602 2.518
C: 2.606 0.078 4.509
H: 1.762 0.465 5.105
H: 2.909 -0.920 4.866
H: 3.465 0.754 4.673
Hg: -0.002 -0.872 -0.082
N: 3.257 0.826 -0.747
C: 3.710 1.895 -0.906
C: 3.760 3.325 -1.314
C: 2.410 3.650 -1.950
C: 3.933 4.193 -0.082
C: 4.888 3.515 -2.311
H: 2.303 3.069 -2.877
H: 1.595 3.381 -1.241
H: 2.354 4.729 -2.191
H: 4.756 3.822 0.530
H: 4.134 5.223 -0.411
H: 3.006 4.169 0.509
H: 5.140 4.581 -2.437
H: 5.789 3.001 -1.995
H: 4.569 3.147 -3.302
C: -3.436 -4.497 -0.500
C: -4.049 -3.767 0.692
C: -3.385 -2.384 0.619
O: -2.116 -2.528 -0.042
C: -2.058 -3.862 -0.638
H: -3.395 -5.579 -0.363
H: -4.008 -4.288 -1.410
H: -3.766 -4.261 1.639
H: -5.145 -3.727 0.646
H: -4.030 -1.690 0.057
H: -3.224 -1.952 1.614
H: -1.288 -4.458 -0.115
H: -1.739 -3.752 -1.686

The HOMO energy is -0.31985 hartree. Its total energy is -2388.6722 hartree. The total charge is +1. The spin multiplicity is 1.

---

2.
A molecular structure, C33H59N2O2P2Pt in a non-equilibrium geometry, computed with ωB97M-V/def2-TZVPD.

Element x y z (Å)
C: -2.548 1.422 -1.717
C: -2.230 -0.941 -1.603
C: -3.533 1.278 -2.691
C: -3.272 -1.093 -2.547
C: -3.934 0.000 -3.068
H: -3.999 2.170 -3.096
H: -3.528 -2.103 -2.848
H: -4.766 -0.134 -3.755
N: -1.961 0.347 -1.170
P: -1.156 2.876 0.269
P: -0.303 -2.581 0.015
C: -2.098 2.818 -1.299
H: -1.448 3.255 -2.071
H: -2.971 3.480 -1.249
C: -1.491 -2.097 -1.205
H: -2.056 -3.005 -1.481
C: 0.530 -4.052 -1.037
C: -0.869 -3.405 1.728
C: 0.495 3.740 0.045
C: -2.370 3.879 1.327
C: 2.030 -3.771 -0.874
H: 2.312 -3.701 0.186
H: 2.624 -4.582 -1.323
H: 2.298 -2.820 -1.361
C: 0.184 -5.488 -0.622
H: 0.423 -5.735 0.416
H: -0.869 -5.727 -0.820
H: 0.771 -6.176 -1.250
C: 0.118 -3.896 -2.503
H: 0.780 -4.506 -3.136
H: -0.914 -4.218 -2.690
H: 0.198 -2.852 -2.826
C: 0.406 -3.923 2.433
H: 1.102 -3.092 2.617
H: 0.125 -4.338 3.413
H: 0.944 -4.703 1.881
C: -1.472 -2.332 2.634
H: -0.727 -1.581 2.911
H: -2.333 -1.840 2.166
H: -1.821 -2.806 3.567
C: -1.937 -4.485 1.555
H: -1.638 -5.335 0.939
H: -2.164 -4.884 2.556
H: -2.860 -4.057 1.144
C: -1.715 4.179 2.686
H: -2.445 4.733 3.298
H: -1.446 3.265 3.229
H: -0.823 4.815 2.586
C: -3.629 3.015 1.518
H: -4.093 2.750 0.560
H: -3.422 2.093 2.074
H: -4.369 3.589 2.093
C: -2.799 5.217 0.685
H: -3.481 5.720 1.388
H: -1.960 5.899 0.515
H: -3.348 5.103 -0.258
C: 1.141 3.239 -1.257
H: 0.649 3.634 -2.158
H: 2.186 3.586 -1.262
H: 1.161 2.140 -1.310
C: 1.398 3.279 1.211
H: 1.478 2.180 1.240
H: 2.409 3.677 1.043
H: 1.048 3.632 2.190
C: 0.426 5.275 0.005
H: -0.192 5.648 -0.825
H: 0.086 5.731 0.946
H: 1.450 5.645 -0.162
Pt: -0.522 0.554 0.379
C: -0.816 0.774 2.166
O: -1.016 0.939 3.304
N: 0.556 -0.183 -1.183
C: 0.752 -0.832 -2.168
C: 1.634 -0.597 -3.454
C: 1.542 -1.717 -4.477
C: 1.168 0.701 -4.113
C: 3.098 -0.465 -3.031
H: 1.997 -2.642 -4.102
H: 0.507 -1.913 -4.783
H: 2.103 -1.427 -5.378
H: 1.393 1.558 -3.462
H: 1.684 0.841 -5.073
H: 0.086 0.687 -4.310
H: 3.707 -0.192 -3.907
H: 3.216 0.311 -2.264
H: 3.485 -1.404 -2.612
C: 3.548 0.239 4.408
C: 4.202 -0.606 3.296
C: 3.148 -0.642 2.182
O: 1.868 -0.252 2.721
C: 2.065 0.330 4.026
H: 3.669 -0.190 5.405
H: 3.976 1.247 4.408
H: 4.425 -1.618 3.648
H: 5.131 -0.154 2.944
H: 3.438 0.063 1.382
H: 3.036 -1.638 1.722
H: 1.410 -0.202 4.737
H: 1.724 1.378 3.989

As for the expectation value of S²: 6.045. The HOMO energy (alpha / beta) is -0.59287 / -0.61738 hartree. Its total energy is -2353.7087 hartree. The total charge is +3. The spin multiplicity is 5.

---

3.
22 unconnected molecules or ions with the total composition C33H60Cl42O3 in a non-equilibrium geometry, computed with ωB97M-V/def2-TZVPD.

Element x y z (Å)
C: 3.842 1.924 -0.080
C: 4.140 0.461 -0.412
C: 2.871 -0.416 -0.347
C: 2.192 -0.631 -1.637
C: 0.979 -0.240 -2.034
C: -0.093 0.579 -1.408
C: 0.295 2.074 -1.397
C: -0.580 0.093 -0.042
C: -1.074 -1.360 -0.132
C: -0.121 -2.399 0.480
C: 0.748 -0.848 -3.381
O: -0.303 -1.222 -3.846
O: 1.991 -1.083 -3.919
C: 2.801 -1.332 -2.795
O: 3.814 -1.968 -2.899
H: 3.960 2.109 0.982
H: 4.497 2.610 -0.597
H: 2.818 2.154 -0.335
H: 4.801 0.074 0.351
H: 4.621 0.356 -1.377
H: 2.200 0.002 0.389
H: 3.168 -1.387 0.047
H: -0.955 0.510 -2.061
H: 1.150 2.299 -2.020
H: 0.429 2.420 -0.380
H: -0.531 2.644 -1.796
H: 0.146 0.253 0.746
H: -1.447 0.703 0.182
H: -2.005 -1.410 0.420
H: -1.303 -1.654 -1.148
H: 0.846 -1.974 0.729
H: -0.535 -2.790 1.400
H: 0.059 -3.229 -0.185
C: 2.024 -0.271 3.309
Cl: 1.687 1.446 3.049
Cl: 3.728 -0.642 3.015
H: 1.793 -0.516 4.335
H: 1.410 -0.856 2.631
C: -0.909 4.212 -4.425
Cl: -1.270 5.349 -5.727
Cl: 0.101 4.934 -3.166
H: -1.842 3.890 -3.976
H: -0.381 3.363 -4.844
C: -3.168 7.885 -7.980
Cl: -3.594 9.575 -8.282
Cl: -1.452 7.569 -8.265
H: -3.393 7.651 -6.946
H: -3.750 7.257 -8.642
C: 2.047 -3.068 6.961
Cl: 2.119 -1.309 7.150
Cl: 1.491 -3.519 5.343
H: 3.042 -3.472 7.100
H: 1.365 -3.472 7.699
C: 5.738 0.414 7.601
Cl: 4.432 0.262 8.795
Cl: 5.226 0.090 5.937
H: 6.117 1.427 7.640
H: 6.516 -0.290 7.869
C: 2.191 5.767 0.467
Cl: 1.356 4.523 1.412
Cl: 2.961 5.052 -0.951
H: 1.465 6.502 0.143
H: 2.948 6.228 1.089
C: 2.809 5.144 4.602
Cl: 3.752 6.523 4.016
Cl: 1.937 5.526 6.093
H: 2.099 4.862 3.837
H: 3.488 4.324 4.809
C: -1.226 -4.938 -3.810
Cl: 0.113 -5.750 -4.629
Cl: -1.250 -5.311 -2.078
H: -1.115 -3.867 -3.935
H: -2.156 -5.277 -4.250
C: -5.777 4.821 -8.498
Cl: -6.175 6.522 -8.820
Cl: -4.056 4.489 -8.744
H: -6.029 4.599 -7.469
H: -6.352 4.192 -9.177
C: -0.290 -6.783 2.237
Cl: -0.956 -6.229 0.696
Cl: -0.103 -5.441 3.370
H: -0.962 -7.515 2.670
H: 0.683 -7.221 2.050
C: 4.912 5.466 8.082
Cl: 5.298 3.991 7.183
Cl: 6.369 6.322 8.600
H: 4.334 6.118 7.440
H: 4.339 5.192 8.960
C: -1.137 7.534 8.325
Cl: -0.849 8.072 6.669
Cl: -0.049 6.219 8.798
H: -0.977 8.369 8.996
H: -2.157 7.178 8.401
C: -3.877 -8.378 0.259
Cl: -3.369 -8.640 1.936
Cl: -4.492 -6.745 0.002
H: -3.021 -8.529 -0.388
H: -4.661 -9.087 0.027
C: 3.483 -6.953 -3.563
Cl: 5.080 -7.385 -4.201
Cl: 3.231 -7.584 -1.933
H: 3.405 -5.875 -3.534
H: 2.730 -7.376 -4.217
C: 3.898 -10.243 -5.373
Cl: 4.272 -11.380 -6.677
Cl: 2.169 -9.924 -5.211
H: 4.260 -10.658 -4.440
H: 4.395 -9.303 -5.583
C: -2.172 4.146 6.370
Cl: -3.013 2.963 7.383
Cl: -1.376 3.391 4.989
H: -2.898 4.862 6.002
H: -1.421 4.642 6.972
C: -4.905 -2.689 -0.171
Cl: -3.527 -3.518 -0.904
Cl: -4.988 -2.968 1.575
H: -4.804 -1.621 -0.355
H: -5.815 -3.063 -0.626
C: -7.017 0.933 -8.770
Cl: -7.273 2.214 -9.970
Cl: -6.045 1.460 -7.393
H: -7.985 0.615 -8.404
H: -6.505 0.112 -9.256
C: -6.297 3.349 9.611
Cl: -5.722 3.140 11.269
Cl: -6.854 5.000 9.308
H: -5.480 3.135 8.934
H: -7.122 2.669 9.443
C: 4.899 -8.067 -8.505
Cl: 3.242 -7.961 -7.894
Cl: 5.020 -9.326 -9.733
H: 5.179 -7.114 -8.934
H: 5.558 -8.324 -7.685
C: -4.561 1.980 -0.917
Cl: -4.096 0.358 -1.463
Cl: -3.166 2.948 -0.436
H: -5.063 2.483 -1.734
H: -5.226 1.879 -0.068

The HOMO energy is -0.36938 hartree. Its total energy is -20847.1341 hartree. The spin multiplicity is 1.

---

4.
11 unconnected molecules or ions with the total composition C33H60F2O13 in a non-equilibrium geometry, computed with ωB97M-V/def2-TZVPD.

Element x y z (Å)
C: 2.953 -2.175 0.442
C: 2.104 -2.096 -0.916
C: 0.873 -1.028 -0.844
F: 1.185 0.138 -0.070
C: 0.469 -0.726 -2.360
C: -0.652 -1.612 -2.995
C: -1.423 -2.761 -2.161
C: -2.447 -2.057 -1.123
O: -2.558 -2.550 0.043
C: -3.330 -0.783 -1.455
C: -4.890 -0.945 -1.314
C: -5.838 0.232 -1.620
C: -5.296 1.632 -2.067
C: -3.755 1.818 -2.175
C: -2.808 0.611 -1.868
C: -1.056 -1.389 -4.496
C: -0.406 -0.283 -5.390
C: 0.677 0.617 -4.741
C: 1.104 0.365 -3.246
C: 2.250 1.348 -2.686
O: 3.171 0.996 -1.919
C: 2.153 2.863 -3.243
C: 2.493 4.064 -2.235
C: 1.792 5.452 -2.696
F: 2.045 6.461 -1.689
C: 1.767 3.094 -4.604
C: 1.395 1.826 -5.533
O: 1.650 1.795 -6.759
H: 2.315 -2.750 1.201
H: 3.191 -1.134 0.837
H: 3.899 -2.807 0.281
H: 1.583 -3.120 -1.069
H: 2.730 -1.923 -1.861
H: 0.041 -1.585 -0.267
H: -2.041 -3.379 -2.894
H: -0.632 -3.347 -1.589
H: -5.349 -1.943 -0.981
H: -6.965 0.137 -1.529
H: -6.032 2.487 -2.265
H: -3.387 2.848 -2.493
H: -1.693 0.813 -1.959
H: -1.866 -2.110 -4.887
H: -0.716 -0.136 -6.487
H: 1.975 3.785 -1.238
H: 3.602 4.179 -2.000
H: 0.659 5.286 -2.828
H: 2.198 5.734 -3.725
H: 1.669 4.142 -5.051
C: 4.487 7.718 0.371
O: 3.117 7.584 0.713
H: 5.035 8.068 1.247
H: 4.885 6.749 0.059
H: 4.594 8.446 -0.437
H: 2.655 7.274 -0.078
C: -6.243 2.729 1.120
O: -7.480 2.272 0.590
H: -5.440 2.108 0.724
H: -6.078 3.768 0.823
H: -6.259 2.649 2.210
H: -8.173 2.836 0.955
C: 4.203 -3.855 3.765
O: 3.233 -2.875 3.418
H: 4.961 -3.895 2.982
H: 4.675 -3.584 4.713
H: 3.723 -4.830 3.851
H: 2.576 -2.862 4.126
C: 4.616 -7.693 3.670
O: 4.531 -6.634 2.724
H: 5.131 -7.332 4.557
H: 3.610 -8.022 3.944
H: 5.177 -8.526 3.240
H: 4.071 -6.980 1.949
C: -5.372 -3.347 2.114
O: -5.341 -4.244 1.015
H: -6.323 -3.460 2.634
H: -4.554 -3.579 2.800
H: -5.277 -2.320 1.752
H: -4.489 -4.123 0.573
C: 0.992 -6.108 3.484
O: 0.894 -5.341 4.675
H: 1.406 -7.087 3.726
H: -0.002 -6.234 3.046
H: 1.651 -5.601 2.775
H: 0.525 -4.483 4.432
C: -6.878 -0.033 -5.021
O: -7.774 0.864 -4.379
H: -6.066 -0.270 -4.334
H: -7.407 -0.952 -5.288
H: -6.468 0.437 -5.919
H: -8.482 1.058 -5.006
C: 6.952 -9.524 6.470
O: 5.982 -8.545 6.125
H: 7.708 -9.562 5.685
H: 7.427 -9.256 7.417
H: 6.473 -10.503 6.557
H: 5.326 -8.532 6.834
C: 5.136 10.339 3.602
O: 3.765 10.203 3.943
H: 5.683 10.690 4.478
H: 5.534 9.371 3.290
H: 5.243 11.067 2.794
H: 3.304 9.892 3.153
C: -3.690 5.895 -0.555
O: -4.328 4.866 -1.297
H: -2.610 5.784 -0.657
H: -3.991 6.871 -0.942
H: -3.963 5.812 0.500
H: -5.280 4.985 -1.191

The HOMO energy is -0.32628 hartree. The SMILES is CC[C@@H](F)c1c(CC(=O)c2ccccc2)ccc2c1C(=O)C(CCF)=CC2=O.CO.CO.CO.CO.CO.CO.CO.CO.CO.CO. Its total energy is -2470.6856 hartree. The spin multiplicity is 1.